{
  "formula": "C14H15N3O5S",
  "method": "ωB97M-V/def2-TZVPD",
  "elements": ["S", "O", "O", "O", "O", "O", "N", "N", "N", "C", "C", "C", "C", "C", "C", "C", "C", "C", "C", "C", "C", "C", "C", "H", "H", "H", "H", "H", "H", "H", "H", "H", "H", "H", "H", "H", "H", "H"],
  "xyz": [[-1.69077, -0.45248, -2.93364], [1.18842, 0.06698, 1.07437], [-0.15932, -4.11718, 5.41235], [-1.05625, -2.67225, 3.85906], [0.25051, -4.33232, -0.45156], [2.18540, -3.78030, 1.32463], [-0.57598, -2.45266, -1.58216], [1.36972, -2.09577, 2.56706], [0.22482, -0.28631, -1.09095], [1.74081, -2.63840, 1.36299], [0.31557, -2.95048, -0.65649], [0.56518, 2.24794, -0.75272], [-0.60079, -1.12736, -1.78727], [-0.05402, -3.11640, 4.42351], [-1.09435, 1.07556, -2.49384], [0.93790, -0.63213, 0.07138], [-1.91920, 3.32858, -2.04982], [-0.76602, 4.26470, -2.04197], [-0.18351, 1.03332, -1.47193], [0.64525, 3.52555, -1.66308], [-1.80733, 2.24663, -3.12877], [1.01487, -2.13044, 0.21435], [1.32732, -2.70541, 3.93786], [0.16387, 2.43960, 0.29478], [-0.66889, 4.88593, -2.97131], [1.82608, -2.12741, 4.69081], [-2.17787, 2.98006, -1.04675], [1.64626, 1.93724, -0.58774], [-1.28231, 2.81477, -3.95772], [-1.08907, -4.21908, 5.62544], [1.18263, 3.19574, -2.57584], [-2.83962, 1.98786, -3.50722], [2.07353, -3.49429, 4.00546], [0.73510, -1.28313, 2.39205], [-0.87027, 5.02851, -1.22346], [0.85934, -4.64365, 0.18336], [1.31561, 4.14900, -1.13423], [-2.73262, 4.04946, -2.33098]],
  "atomic_forces_ev_per_a": [[0.65, -1.01, 0.33], [-0.08, 0.47, -2.90], [1.51, 1.95, -1.43], [1.98, -0.83, 1.66], [-1.93, 2.92, -2.78], [1.33, -0.19, -0.21], [0.73, 0.55, 0.04], [-1.19, 1.77, 1.16], [-1.88, 2.75, -1.23], [-2.23, -3.01, 2.40], [-0.96, -1.21, 0.83], [-0.13, -0.65, -0.57], [1.29, -5.13, 1.35], [-2.69, -0.67, -1.42], [0.66, 1.15, 0.64], [-1.22, -3.24, 2.68], [-2.03, 1.77, -0.74], [3.37, 0.66, 1.79], [1.21, 2.39, 0.49], [-1.62, -1.22, -1.00], [-0.14, 1.34, 0.28], [0.75, 3.23, -2.02], [1.24, -0.74, -1.15], [0.23, -0.27, -1.43], [0.00, -0.89, 0.58], [-0.29, 1.42, 0.34], [0.19, -0.30, -0.20], [-1.39, 0.18, -0.17], [-0.29, -1.35, 0.54], [-0.47, 0.13, -0.16], [-0.38, 0.26, 0.29], [1.20, -0.12, 0.42], [-0.50, -0.87, -0.63], [1.08, -0.87, 0.89], [-0.28, -0.65, -0.66], [1.73, 0.03, 1.45], [0.52, 1.18, 0.35], [0.02, -0.94, 0.19]],
  "mulliken_charge": [-0.2629, -0.7461, -0.4607, -0.5464, -0.5193, -0.7806, -0.6075, -0.1127, 0.0454, 0.6738, 0.1614, -0.5435, 0.6259, 0.7181, 0.9205, 0.5270, -0.7419, -0.7879, -0.5597, -1.0554, -0.5307, 0.0607, -0.9172, 0.3308, 0.3192, 0.4134, 0.4282, 0.4324, 0.3175, 0.3391, 0.2963, 0.3820, 0.4305, 0.1709, 0.3333, 0.3698, 0.5388, 0.3376],
  "total_energy_ev": -40303.488,
  "lumo_ev": 0.228,
  "homo_energy_ha": -0.309,
  "orbital_gap_ev": 8.650
}



{
  "formula": "C2H13NO3",
  "method": "ωB97M-V/def2-TZVPD",
  "elements": ["O", "O", "O", "N", "C", "C", "H", "H", "H", "H", "H", "H", "H", "H", "H", "H", "H", "H", "H"],
  "xyz": [[2.93060, -1.69526, 0.15842], [0.53465, 1.26635, 0.67679], [2.17967, -0.44556, 2.61845], [-1.61862, 0.72352, -0.97845], [-2.34905, -0.11624, -0.01404], [-0.65150, 0.02235, -1.80077], [-2.32773, 1.10484, -1.61575], [-3.06443, 0.41837, 0.60407], [-2.91089, -0.83295, -0.63508], [0.21692, -0.37057, -1.26777], [-0.29432, 1.19440, 0.17565], [0.98478, 2.03393, 0.30163], [3.04548, -1.68099, 1.11926], [1.30756, -0.03769, 2.60626], [-1.72946, -0.73902, 0.63353], [2.74030, 0.19323, 2.16718], [-1.07577, -0.75266, -2.45285], [-0.11511, 0.79171, -2.37018], [2.19692, -1.07776, 0.07366]],
  "atomic_forces_ev_per_a": [[-0.15, 0.20, 0.05], [-0.31, -0.07, -0.34], [-0.05, 0.03, 0.00], [-2.34, -3.64, -1.17], [0.30, 0.02, 0.83], [2.62, 1.29, -0.08], [0.36, 1.33, 0.42], [-0.01, 0.38, -0.22], [-0.10, 0.15, -0.23], [-0.71, -0.52, 0.66], [0.67, 0.45, 0.67], [0.08, 0.06, 0.15], [0.04, -0.29, -0.06], [0.04, 0.00, 0.06], [0.44, 0.32, -0.23], [0.09, 0.12, 0.14], [-0.42, 0.30, 0.12], [-0.62, -0.12, -0.66], [0.05, -0.02, -0.09]],
  "mulliken_spin": [0.0000, 0.0480, 0.0017, 0.7373, 0.0451, 0.0172, -0.0106, 0.0101, 0.0650, 0.0092, 0.0078, -0.0008, 0.0000, -0.0004, 0.0036, -0.0001, 0.0535, 0.0135, 0.0002],
  "total_energy_ev": -9907.329,
  "lumo_ev": [-3.909, -9.641],
  "charge": 1,
  "homo_energy_ha": [-0.507, -0.507],
  "spin_multiplicity": 2,
  "orbital_gap_ev": [9.891, 4.159]
}